Entry 1:
94
Properties=species:S:1:pos:R:3:forces:R:3 method="wB97M-V/def2-TZVPD" smiles=COC[C@H](C)N.COC[C@H](C)N.Fc1ccccc1.Fc1ccccc1.Fc1ccccc1.Fc1ccccc1.Fc1ccccc1 orbital_gap_ev=9.239 e_tot_ha=-2235.379151 homo_energy_ev=-8.7 charge=0 de_lowest_ev=0.130
F 8.5793 -11.5427 15.2765 0.22 0.16 1.43
C 8.4100 -11.4787 13.9803 -0.38 -0.12 -2.62
C 8.9778 -10.4838 13.2035 0.52 0.32 1.84
C 8.7961 -10.4671 11.8632 -0.50 0.47 -1.86
C 8.0153 -11.3985 11.1861 -0.64 -0.88 1.23
C 7.3974 -12.4021 11.9596 0.95 1.01 0.23
C 7.6333 -12.4288 13.3526 -0.77 -0.36 -0.37
H 9.5236 -9.6788 13.6731 0.16 -0.01 0.13
H 9.1772 -9.6142 11.3212 0.24 -0.03 -0.15
H 7.7856 -11.3348 10.1327 0.25 0.10 -0.05
H 6.7492 -13.0997 11.4500 -0.07 -0.22 0.32
H 7.1301 -13.1157 14.0169 -0.06 -0.40 -0.18
F 9.1768 -10.5278 22.2360 -0.35 -0.16 -0.02
C 9.1816 -11.8237 22.6391 2.18 0.42 1.49
C 8.4061 -12.7452 22.0123 -1.61 0.07 -0.25
C 8.3904 -14.0421 22.4431 2.22 -1.35 1.05
C 9.3377 -14.4970 23.4359 -1.01 1.76 -0.68
C 10.1641 -13.5455 24.0839 -1.08 0.92 -1.81
C 10.0989 -12.1572 23.6536 -0.75 -2.12 -0.09
H 7.6624 -12.4610 21.2824 0.20 0.33 -0.28
H 7.7889 -14.7434 21.8838 -0.16 -0.20 0.26
H 9.3428 -15.5495 23.6782 0.18 0.02 0.21
H 10.8597 -13.8927 24.8335 0.09 0.28 0.06
H 10.7467 -11.3983 24.0669 -0.03 0.01 0.08
F 6.7103 -19.2632 20.0367 0.79 0.33 -0.04
C 7.9922 -19.0145 19.6271 -0.29 -0.48 -0.84
C 8.8772 -18.3646 20.4587 0.27 -0.31 0.40
C 10.1932 -18.1166 20.0290 -0.78 -0.11 -1.16
C 10.5509 -18.5056 18.7272 0.02 -1.08 0.97
C 9.6797 -19.2983 17.9721 0.19 0.74 0.13
C 8.3699 -19.4904 18.3743 -0.05 0.44 0.08
H 8.5102 -18.2109 21.4628 0.25 0.46 0.17
H 10.9467 -17.6233 20.6251 -0.23 0.02 0.30
H 11.5829 -18.4097 18.4234 0.05 0.24 -0.15
H 10.0166 -19.7578 17.0546 0.01 0.18 -0.20
H 7.6681 -19.9080 17.6676 -0.19 -0.38 0.34
F 7.3542 -9.8373 19.4976 -1.29 0.65 0.72
C 6.1525 -9.3320 19.9819 -0.57 0.58 -1.27
C 5.9796 -9.0913 21.3450 -0.75 0.36 -0.79
C 4.7071 -8.6284 21.7835 -0.23 -0.29 -0.89
C 3.6399 -8.4705 20.8827 0.98 -0.25 -0.79
C 3.8695 -8.6794 19.5108 0.83 0.55 0.43
C 5.1316 -9.0063 19.0231 0.29 -1.52 1.65
H 6.8270 -9.2081 22.0044 -0.08 -0.14 0.17
H 4.5085 -8.4066 22.8216 0.30 -0.09 0.15
H 2.6324 -8.1748 21.1354 0.13 0.06 0.60
H 3.1015 -8.4931 18.7747 -0.26 -0.09 0.11
H 5.1713 -9.2757 17.9780 0.68 0.20 -0.08
F 14.1782 -15.4289 13.9962 -1.21 -0.13 0.72
C 12.8868 -15.3466 14.4883 1.02 1.50 -0.65
C 12.3145 -16.3737 15.1574 0.38 -1.36 -0.57
C 10.9641 -16.3066 15.4622 -0.54 1.11 -0.04
C 10.2307 -15.1579 15.1472 0.77 -0.03 0.01
C 10.8733 -14.0508 14.5100 -1.24 -1.11 1.99
C 12.2073 -14.1502 14.2716 0.87 -0.16 -1.44
H 12.8939 -17.2825 15.2256 -0.02 -0.15 0.44
H 10.4561 -17.1028 15.9861 0.10 -0.20 -0.05
H 9.2036 -15.2059 15.4776 -0.23 0.59 -0.30
H 10.4035 -13.0849 14.3969 -0.31 -0.21 -0.30
H 12.6668 -13.3643 13.6905 0.42 0.11 0.25
C 12.3361 -13.7361 20.6102 -0.40 -0.09 -0.62
C 11.5728 -14.5663 19.5691 -1.11 0.46 -0.36
C 10.3592 -13.8137 18.9558 0.97 0.15 2.61
O 10.8221 -12.4961 18.7111 0.37 -0.66 -0.47
C 9.7924 -11.6731 18.3072 -1.21 0.65 -0.30
N 12.4694 -14.8953 18.4734 0.55 -0.61 0.08
H 11.7377 -13.3990 21.4565 -0.37 0.11 -0.20
H 12.6787 -12.8740 20.0379 0.57 0.01 0.63
H 13.1318 -14.3375 21.0500 0.24 0.13 -0.37
H 11.1156 -15.3971 20.1065 0.39 -0.68 -0.46
H 9.6505 -13.8201 19.7840 -0.66 0.49 0.00
H 9.8774 -14.3316 18.1266 0.35 0.16 -0.49
H 9.2436 -12.1285 17.4829 -0.13 0.06 -0.17
H 10.1275 -10.6846 17.9933 0.45 -0.15 -0.06
H 9.0913 -11.4952 19.1227 -0.21 -0.07 0.20
H 12.5805 -14.0279 17.9681 0.47 0.39 -0.04
H 11.9943 -15.4574 17.7817 -0.20 -0.45 0.05
C 12.9969 -9.0811 19.1882 0.21 0.38 -1.49
C 12.1964 -8.9979 20.4178 -1.98 0.86 2.41
C 10.7348 -8.3131 20.3224 0.86 0.21 -1.25
O 10.8416 -6.9508 19.9868 2.01 0.42 0.75
C 9.7391 -6.2066 19.5825 0.10 -1.12 -0.73
N 12.0620 -10.3303 20.9375 -0.31 -1.42 -0.23
H 13.0486 -8.1310 18.6564 0.10 0.08 0.09
H 12.5350 -9.7955 18.5067 -0.09 -0.12 -0.20
H 14.0047 -9.4483 19.3820 -0.04 0.09 0.15
H 12.7750 -8.5336 21.2164 -0.12 0.99 -0.21
H 10.0960 -8.3976 21.2016 0.42 -0.38 0.53
H 10.1798 -8.7940 19.5169 -0.07 -0.55 -0.26
H 9.5577 -6.4647 18.5391 -0.36 0.20 -0.40
H 10.0410 -5.1602 19.6279 -0.48 -0.03 0.32
H 8.8457 -6.5154 20.1253 -0.22 0.58 0.37
H 11.3029 -10.4502 21.5928 0.02 0.35 0.23
H 11.8135 -10.9353 20.1678 -0.02 -0.45 -0.11

=====

Entry 2:
98
Properties=species:S:1:pos:R:3:forces:R:3 method="wB97M-V/def2-TZVPD" orbital_gap_ev=6.412 e_tot_ha=-3349.162020 homo_energy_ev=-4.3 charge=-1 de_lowest_ev=0.175
Sr 0.0001 -0.5840 0.4387 -1.06 0.55 -1.58
C -5.7059 -3.1683 1.3534 0.05 0.01 0.09
S -4.3392 -3.3132 2.5194 -0.03 0.02 -0.02
C -3.2073 -1.9998 2.0759 -0.15 0.11 0.06
S -3.4608 -0.9776 0.7561 0.30 -0.16 -0.01
N -2.2522 -2.0125 2.9746 -0.08 -0.29 0.13
N -1.1069 -1.3491 2.6971 -0.01 0.28 0.22
C -0.3841 -1.0998 3.7260 0.00 -0.15 0.04
C 0.9782 -0.5816 3.6066 0.15 0.07 -0.01
C 1.8007 -0.5158 4.7291 -0.04 0.00 0.05
C 3.1084 -0.0911 4.5827 0.02 0.02 0.00
C 3.5685 0.2729 3.3268 -0.02 0.02 0.02
C 2.6811 0.2075 2.2649 0.00 0.00 0.07
N 1.4268 -0.2129 2.3984 0.43 0.14 0.70
H -6.6119 -2.8625 1.8742 -0.01 0.01 -0.03
H -5.8588 -4.1330 0.8724 0.00 0.00 -0.02
H -5.4347 -2.4210 0.6077 -0.02 -0.02 -0.03
H -0.7499 -1.3532 4.7199 0.02 -0.06 -0.01
H 1.4119 -0.8096 5.6953 0.00 -0.01 -0.01
H 3.7655 -0.0451 5.4423 0.00 0.00 0.00
H 4.5828 0.6104 3.1687 0.00 0.02 -0.01
H 2.9742 0.5152 1.2678 0.00 0.00 -0.02
N -2.8507 1.6046 2.4780 0.06 0.21 0.11
C -3.5473 2.3766 1.4504 0.08 0.00 0.06
C -2.5786 3.2875 0.6893 -0.06 -0.06 -0.01
C -2.8610 3.3382 -0.8122 0.11 0.01 0.04
C -2.5641 2.0044 -1.5016 0.04 -0.06 -0.15
N -1.1444 1.6745 -1.6677 -0.08 -0.01 0.19
H -3.4448 0.8708 2.8460 0.05 -0.04 -0.06
H -2.5583 2.1963 3.2463 -0.01 0.03 0.04
H -4.3817 2.9726 1.8468 -0.02 0.02 -0.03
H -3.9816 1.6487 0.7669 -0.05 0.01 0.02
H -1.5622 2.9133 0.8458 -0.04 -0.01 0.01
H -2.6010 4.2979 1.1072 0.03 -0.01 0.01
H -2.2400 4.1140 -1.2742 -0.05 0.02 -0.02
H -3.9057 3.6192 -0.9862 -0.02 -0.03 0.01
H -3.0237 1.9922 -2.4935 -0.02 -0.01 0.00
H -3.0243 1.1909 -0.9376 -0.03 -0.02 -0.06
H -0.6283 1.8318 -0.7993 0.09 0.23 -0.03
H -0.7117 2.3362 -2.3056 0.01 -0.03 -0.03
C 3.0239 3.9071 2.0311 0.03 -0.11 -0.07
Si 1.2643 3.5146 1.4110 0.03 0.18 0.16
C 0.4914 5.1924 0.9527 -0.02 -0.07 -0.14
C 0.2675 2.9728 2.9192 0.02 -0.04 0.02
N 1.2667 2.3140 0.1908 0.03 -0.21 -0.08
C 2.1203 2.4784 -0.8655 -0.01 0.12 0.03
C 2.8047 3.6843 -1.1850 -0.06 -0.10 0.01
C 3.7020 3.8141 -2.2308 0.00 0.01 -0.01
C 3.9866 2.7365 -3.0531 0.02 0.01 0.02
C 3.3380 1.5355 -2.7972 0.01 -0.03 0.00
C 2.4299 1.4224 -1.7612 0.02 0.05 0.00
O 1.8123 0.1946 -1.5092 -0.22 -0.28 0.03
C 1.6596 -0.6484 -2.5992 0.08 -0.04 -0.08
C 0.9361 -0.2417 -3.7132 0.01 0.04 -0.01
C 0.7834 -1.1131 -4.7777 0.02 -0.02 0.00
C 1.3370 -2.3884 -4.7285 -0.01 0.02 0.01
C 2.0588 -2.7789 -3.6117 -0.02 0.00 -0.03
C 2.2344 -1.9043 -2.5468 0.03 0.00 0.04
H 3.1977 4.9806 2.1436 -0.02 0.01 0.01
H 3.7713 3.5244 1.3307 0.00 0.03 0.04
H 3.2044 3.4364 3.0001 0.00 -0.01 0.03
H 0.4691 5.8508 1.8267 0.01 -0.04 0.03
H -0.5379 5.0596 0.6096 0.04 0.02 0.02
H 1.0302 5.7135 0.1610 0.02 0.05 -0.03
H 0.8937 2.9819 3.8159 0.00 -0.03 -0.01
H -0.1476 1.9740 2.8079 -0.08 -0.09 0.00
H -0.5653 3.6597 3.0921 0.00 -0.01 0.01
H 2.6160 4.5477 -0.5669 0.00 0.10 0.01
H 4.1830 4.7710 -2.4002 -0.01 0.01 0.01
H 4.6931 2.8152 -3.8686 0.00 0.00 0.00
H 3.5420 0.6718 -3.4169 -0.01 -0.01 0.01
H 0.5084 0.7510 -3.7307 -0.01 0.00 0.01
H 0.2198 -0.7995 -5.6484 -0.01 0.00 0.01
H 1.1986 -3.0723 -5.5564 0.01 0.00 0.00
H 2.4876 -3.7712 -3.5554 -0.01 0.00 0.01
H 2.7868 -2.1982 -1.6652 -0.02 0.00 0.00
C 2.3496 -5.5433 0.4549 0.02 0.00 0.01
C 2.6062 -4.5715 1.4099 0.00 0.01 0.02
C 1.9627 -3.3358 1.3412 -0.03 -0.05 -0.04
C 1.0425 -2.9755 0.3352 0.23 -0.36 0.08
C 0.8268 -4.0055 -0.6031 0.06 0.00 0.06
C 1.4456 -5.2509 -0.5581 -0.02 0.00 -0.03
H 2.8451 -6.5068 0.4972 -0.02 -0.01 0.01
H 3.3056 -4.7765 2.2154 0.01 0.01 -0.01
H 2.2099 -2.6255 2.1286 0.00 0.00 0.01
H 0.1591 -3.8287 -1.4427 0.01 -0.02 -0.03
H 1.2227 -5.9965 -1.3166 0.00 0.01 0.00
I -3.4988 -5.9043 -1.1141 0.03 0.07 -0.01
C -2.8935 -4.1051 -1.9838 -0.05 -0.11 0.03
C -3.1500 -3.8452 -3.3197 0.02 0.05 -0.01
C -2.7215 -2.6361 -3.8407 -0.04 -0.05 0.01
C -2.0554 -1.7509 -3.0046 -0.05 0.10 0.01
N -1.8081 -2.0084 -1.7276 0.33 0.01 0.12
C -2.2215 -3.1671 -1.2181 -0.01 0.00 -0.07
H -3.6675 -4.5685 -3.9357 -0.01 0.00 0.00
H -2.8981 -2.3876 -4.8788 0.01 0.03 0.01
H -1.7090 -0.7903 -3.3655 0.00 0.00 0.01
H -1.9974 -3.3537 -0.1752 0.00 -0.02 0.00

=====

Entry 3:
92
Properties=species:S:1:pos:R:3:forces:R:3 method="wB97M-V/def2-TZVPD" orbital_gap_ev=3.858 e_tot_ha=-2015.186250 homo_energy_ev=-1.5 charge=-1
In -0.2571 -0.7382 -0.4267 2.58 2.35 0.78
N -0.4906 -2.6767 0.7942 -0.86 -1.33 0.64
N 0.6774 -3.1274 -2.0969 -0.97 2.72 -2.11
C 2.2719 1.5417 -0.7916 -0.06 -0.64 1.33
C 3.0866 0.4089 -0.4955 -0.89 0.68 0.75
C 2.8774 0.0540 0.8626 -0.83 0.77 -0.60
C 3.5209 -1.0701 1.5815 0.20 -0.16 0.30
H 4.2852 -1.5380 0.9521 -0.09 -0.10 0.14
H 2.7999 -1.8470 1.8806 0.16 0.00 -0.01
H 4.0217 -0.7110 2.4926 0.01 -0.18 0.04
C 1.9200 0.9533 1.4102 0.30 0.13 -1.28
C 1.4729 0.9626 2.8214 0.18 0.06 0.40
H 2.2470 1.4140 3.4637 -0.20 -0.03 0.19
H 1.3049 -0.0548 3.2056 -0.05 0.01 0.03
H 0.5524 1.5401 2.9613 0.04 0.04 0.06
C 1.5402 1.8701 0.3881 1.12 -0.95 -0.05
C 0.5969 3.0016 0.5428 0.04 0.41 0.06
H -0.2527 2.7355 1.1847 -0.04 0.12 -0.06
H 0.2083 3.3352 -0.4276 -0.07 -0.05 0.11
H 1.1011 3.8671 1.0040 -0.25 0.07 -0.02
C 3.9705 -0.3273 -1.4233 0.33 -0.28 -0.18
H 4.8798 -0.6655 -0.9032 -0.06 0.04 -0.25
H 4.2754 0.3119 -2.2611 0.05 -0.19 0.00
H 3.4787 -1.2319 -1.8193 0.18 0.07 -0.07
C 2.1530 2.2556 -2.0840 -0.09 0.31 -0.25
H 1.1755 2.0795 -2.5640 0.17 0.07 -0.08
H 2.9381 1.9421 -2.7815 -0.11 0.08 -0.05
H 2.2529 3.3415 -1.9289 -0.01 -0.09 -0.22
C -1.3447 -2.7976 1.8362 0.31 -0.59 -0.64
H -1.5918 -1.8686 2.3693 0.14 -0.52 -0.20
C -1.8828 -4.0302 2.2099 -0.06 0.53 0.21
H -2.4424 -4.0987 3.1423 -0.11 -0.02 -0.33
C -1.6962 -5.1331 1.3688 0.32 0.13 0.30
H -2.2205 -6.0716 1.5495 0.09 0.19 0.02
C -0.8079 -5.0078 0.3197 0.16 0.22 0.34
H -0.6336 -5.8027 -0.3975 0.00 0.04 0.21
C -0.1012 -3.7930 0.1049 -0.59 -0.18 0.32
C 0.9232 -3.7477 -0.8994 1.27 -1.47 0.98
H 1.9711 -4.0556 -0.7179 -1.01 -0.12 -0.05
C 0.1161 -1.8451 -2.2355 1.75 -3.25 -1.95
C 0.9133 -3.6787 -3.3717 -0.21 0.16 1.35
H 1.3359 -4.6547 -3.5054 -0.17 -0.21 0.10
C 0.5714 -2.7438 -4.2563 0.50 1.00 -0.83
H 0.5656 -2.7658 -5.3328 0.22 0.05 -0.01
N 0.2573 -1.5707 -3.5721 -0.81 -1.17 -0.67
C 0.3476 -0.3093 -4.2405 -0.37 0.08 -0.11
C 1.5530 -0.0008 -4.8976 -0.72 0.36 0.28
C 1.6090 1.1887 -5.6255 -0.39 -0.03 -0.13
H 2.5369 1.4475 -6.1382 -0.21 -0.08 0.08
C 0.5012 2.0309 -5.7505 -0.03 -0.28 0.26
C 0.5543 3.2217 -6.6713 0.07 0.25 -0.03
H 0.5442 4.1735 -6.1227 -0.02 -0.21 -0.06
H -0.3019 3.2305 -7.3616 0.22 -0.02 0.18
H 1.4756 3.1929 -7.2654 -0.21 0.06 0.07
C -0.6656 1.7096 -5.0488 0.16 -0.17 -0.04
H -1.5362 2.3662 -5.1098 0.19 -0.15 -0.06
C -0.7690 0.5304 -4.3041 0.40 0.06 -0.40
C -2.0706 0.1339 -3.6807 -0.59 0.21 0.11
H -2.4568 -0.8328 -4.0405 0.34 0.19 0.09
H -2.8259 0.8929 -3.9326 0.13 -0.18 0.14
H -1.9990 0.0853 -2.5838 0.10 -0.10 -0.33
C 2.7508 -0.8839 -4.8202 0.85 -0.16 -0.19
H 2.5614 -1.9139 -5.1473 0.08 0.39 0.15
H 3.1706 -0.9250 -3.8045 -0.26 -0.02 -0.28
H 3.5253 -0.4739 -5.4816 -0.06 -0.08 0.19
C -0.2647 2.2313 6.5822 0.14 0.02 -0.14
C -1.7244 1.9575 6.2739 -0.46 -0.16 -0.28
N -1.9114 1.1922 5.0227 -0.73 0.22 -0.18
C -1.5575 -0.2378 5.1114 0.65 0.29 -0.62
C -2.7316 -1.2008 5.1146 -0.16 0.01 0.29
C -2.9688 1.6149 4.2029 -0.25 0.18 0.71
O -3.8270 2.3905 4.6227 0.69 -0.36 -0.32
C -3.0057 1.2354 2.7349 0.41 0.51 0.14
C -4.0142 1.8379 1.9660 0.21 -0.08 -0.02
C -3.9163 1.8136 0.5842 0.11 -0.14 -0.07
C -2.8455 1.1533 -0.0218 0.10 -0.24 1.56
N -1.9292 0.4949 0.7124 -2.45 1.32 1.63
C -1.9664 0.5865 2.0694 -0.75 0.25 -1.27
H 0.3020 1.3231 6.8089 -0.02 0.12 -0.07
H -0.2102 2.8945 7.4479 0.04 -0.08 0.06
H 0.2113 2.7466 5.7413 -0.03 -0.18 0.09
H -2.2078 1.4144 7.1018 0.06 0.17 -0.06
H -2.2466 2.9105 6.1532 0.00 -0.29 0.03
H -0.8689 -0.4893 4.2951 -0.04 -0.08 0.27
H -0.9574 -0.3403 6.0211 -0.22 -0.06 -0.09
H -3.2891 -1.2023 4.1726 0.12 0.10 0.08
H -2.3598 -2.2147 5.2799 -0.04 0.02 0.00
H -3.4252 -0.9491 5.9244 0.01 -0.08 -0.11
H -4.8151 2.3798 2.4683 0.24 -0.18 -0.09
H -4.6551 2.3121 -0.0296 -0.05 0.02 0.00
H -2.7277 1.1685 -1.1050 0.19 -0.20 0.22
H -1.1335 0.1513 2.6181 -0.04 0.03 -0.46